Density functional theory data (wB97M-V/def2-TZVPD) for a molecular structure, C36H99Cu2N9O13S in a non-equilibrium geometry.

The geometry in XYZ format:
```
160
Properties=species:S:1:pos:R:3:forces:R:3
Cu -2.690931 -0.340802 1.077749 0.46 -0.08 0.27
Cu 3.067090 0.643488 -0.842940 -0.05 -0.42 -0.71
S 0.407089 -0.092622 -0.207095 -3.31 0.38 -2.52
O -0.750696 0.783245 0.132637 0.59 -0.02 0.75
O -0.109223 -1.466743 -0.288246 0.81 -0.65 0.67
O 0.876091 0.299050 -1.557910 0.09 0.08 -0.04
O 1.543040 0.068664 0.689018 1.28 -0.10 0.93
C 0.553695 -1.234586 -5.453415 0.70 0.39 -0.32
C 0.450384 -2.453727 -4.585243 -0.30 -1.28 1.80
C 1.295739 -3.644332 -5.029901 0.70 0.32 -0.79
O 0.898709 -3.957468 -6.349925 -0.70 0.04 -0.32
C 1.721658 -4.880488 -7.000527 0.58 -0.17 0.24
N 0.826808 -2.128687 -3.185527 0.39 0.46 -0.80
H 0.185216 -1.398387 -6.463410 -0.02 -0.06 0.03
H 1.614377 -0.958961 -5.517642 0.03 -0.14 -0.18
H 0.095697 -0.333055 -5.038686 -0.44 -0.29 0.16
H -0.546799 -2.904514 -4.525612 -0.36 0.50 -0.63
H 1.182301 -4.477572 -4.323423 -0.32 -0.10 -0.13
H 2.381275 -3.460441 -5.069285 -0.05 0.51 0.30
H 1.400869 -5.079184 -8.022642 -0.54 0.08 0.19
H 1.733537 -5.810981 -6.419581 0.24 -0.12 -0.25
H 2.743121 -4.487503 -7.118465 0.04 -0.10 0.33
H 0.262885 -2.578163 -2.475579 -0.08 -0.16 -0.13
H 0.663007 -1.137525 -3.054245 0.11 0.00 0.42
C -2.520860 0.122605 5.153488 0.53 0.43 0.31
C -2.309403 1.187556 4.090875 -1.23 -0.13 -0.71
C -1.573575 2.436693 4.525181 0.12 1.59 0.10
O -2.285551 3.060895 5.587222 -0.09 -0.32 0.51
C -2.004046 4.434851 5.686334 0.91 0.27 -0.25
N -1.719650 0.595528 2.892866 0.53 -0.29 -0.10
H -3.138803 -0.714893 4.837517 0.09 0.11 -0.43
H -3.043874 0.582759 5.992819 0.35 -0.07 0.21
H -1.531345 -0.255807 5.431072 -0.17 -0.13 0.39
H -3.326939 1.496985 3.815285 0.16 0.30 0.01
H -1.522813 3.207147 3.739015 -0.46 -0.50 -0.64
H -0.491688 2.387655 4.739437 -0.15 -0.88 0.50
H -2.189388 4.836161 6.679969 -0.43 -0.34 0.08
H -2.540011 5.023509 4.936770 -0.18 -0.04 0.02
H -0.935701 4.618816 5.511317 0.05 -0.04 -0.03
H -1.370093 1.297014 2.243702 -0.03 0.20 0.06
H -0.857000 0.119732 3.206221 -0.29 -0.26 -0.49
C -2.873274 -3.411671 3.785684 -0.16 0.31 0.65
C -2.316110 -3.854322 2.442498 -0.04 1.56 0.01
C -3.329433 -4.386318 1.471484 -0.54 -1.70 0.15
O -3.847796 -5.657050 1.888571 -0.40 0.44 -0.03
C -2.988078 -6.742741 1.659360 -0.47 -0.31 0.33
N -1.796431 -2.624240 1.796137 0.70 0.37 -0.23
H -3.699539 -2.695856 3.762197 -0.04 -0.07 -0.62
H -2.069588 -2.861759 4.284522 0.02 -0.19 0.21
H -3.212190 -4.211462 4.445426 0.23 -0.25 -0.19
H -1.530389 -4.570418 2.700476 0.09 -0.19 -0.54
H -2.918567 -4.542262 0.467683 0.24 0.36 0.00
H -4.198200 -3.733639 1.396139 0.13 0.20 0.02
H -3.578561 -7.651640 1.801269 -0.04 0.09 0.01
H -2.198821 -6.772874 2.418671 0.34 0.01 -0.42
H -2.636957 -6.762495 0.621349 0.38 0.13 0.15
H -1.459890 -2.752125 0.844828 -0.30 -0.41 -0.06
H -0.929430 -2.309691 2.231687 -0.29 0.11 0.41
C 1.551187 -2.677658 4.310492 0.66 0.45 -0.50
C 1.871233 -1.177767 4.358464 -0.54 -0.63 -0.21
C 3.353029 -0.788868 4.192949 -0.21 0.45 0.42
O 4.289987 -1.488030 4.974482 0.48 0.06 -0.21
C 4.206341 -1.253763 6.364096 -0.47 -0.50 -0.15
N 1.096836 -0.529105 3.294016 -0.12 0.19 1.10
H 2.002262 -3.226328 5.135421 0.02 -0.06 -0.06
H 1.940464 -3.055387 3.359024 0.01 -0.29 0.10
H 0.471441 -2.818282 4.302834 -0.04 0.01 0.15
H 1.465286 -0.826731 5.312030 0.23 0.30 0.04
H 3.441597 0.284370 4.416468 -0.13 0.09 0.04
H 3.652534 -0.863948 3.145366 -0.03 -0.45 -0.01
H 3.295732 -1.757915 6.706696 0.15 0.10 0.54
H 4.170728 -0.203704 6.674481 -0.06 0.15 -0.41
H 5.092181 -1.694089 6.816718 -0.10 -0.15 0.02
H 1.335101 0.459554 3.335975 -0.05 0.00 -0.52
H 1.328592 -0.876392 2.369761 0.24 0.18 0.13
C 0.539449 3.896997 1.689753 0.27 0.98 0.33
C 1.965665 3.769198 1.208122 0.68 -1.14 0.07
C 2.837309 4.936837 1.690580 -0.23 -1.76 1.50
O 2.451054 6.171079 1.203875 0.45 0.97 -0.26
C 2.884871 6.435746 -0.131282 -0.18 -1.62 0.17
N 2.541200 2.515581 1.777942 0.55 1.23 0.27
H -0.044033 2.993457 1.545323 -0.15 0.01 -0.34
H 0.081178 4.806187 1.291382 -0.26 -0.33 -0.39
H 0.595961 4.122367 2.758665 0.00 -0.34 0.16
H 2.098948 3.640737 0.125411 -0.68 0.60 -0.21
H 3.890630 4.604438 1.664754 0.24 0.73 -1.24
H 2.785128 4.923650 2.789479 -0.74 0.46 -0.04
H 3.821297 5.882725 -0.262404 0.34 0.62 -0.23
H 2.950196 7.499241 -0.327835 0.10 0.05 0.21
H 2.201903 5.953273 -0.840994 -0.18 0.32 -0.07
H 3.470287 2.463982 1.362283 0.05 -0.45 0.30
H 2.023894 1.706738 1.471262 -0.18 -0.13 -0.18
C -3.527832 4.139703 -0.482568 0.24 0.59 0.55
C -3.541100 2.929950 0.473903 -1.08 0.70 -1.71
C -4.916107 2.922367 1.165498 1.08 -0.31 1.10
O -5.144001 4.059309 1.980623 -0.42 0.43 -0.60
C -4.100739 4.380267 2.876134 -0.34 -0.95 0.06
N -3.400754 1.688262 -0.316678 1.09 -0.17 -0.03
H -4.445217 4.172232 -1.073050 0.03 -0.13 -0.10
H -2.662424 4.190008 -1.146289 0.03 -0.37 0.00
H -3.498387 5.075949 0.082629 -0.14 -0.03 0.03
H -2.694595 3.027824 1.150484 -0.09 -0.38 0.23
H -4.991747 2.030456 1.799324 0.06 -0.21 -0.02
H -5.703692 2.856003 0.418822 -0.08 0.23 -0.06
H -4.477421 5.147511 3.547837 0.12 0.22 -0.20
H -3.195141 4.673986 2.339222 0.01 0.33 0.23
H -3.874769 3.499628 3.493210 0.14 0.14 0.01
H -2.413392 1.684392 -0.592709 0.10 -0.42 0.42
H -3.804941 1.822705 -1.243869 -0.72 -0.02 0.34
C 3.005993 -4.023910 -0.640720 0.87 -0.98 0.71
C 3.806872 -2.745672 -0.389783 -0.64 -0.40 -0.32
C 5.304663 -2.954921 -0.536239 0.19 -0.29 -1.22
O 5.988607 -1.735551 -0.418497 -0.48 0.65 0.68
C 7.363222 -1.805281 -0.208646 0.88 -0.59 -0.44
N 3.303814 -1.702775 -1.300361 -0.06 1.04 1.03
H 3.305285 -4.570347 -1.539330 0.04 0.18 -0.09
H 1.928524 -3.881604 -0.672039 0.01 0.38 0.02
H 3.223007 -4.670769 0.221454 -0.20 -0.26 -0.26
H 3.550494 -2.506742 0.646880 0.24 0.70 -0.11
H 5.466827 -3.347974 -1.553345 -0.01 0.03 -0.17
H 5.723704 -3.748741 0.090437 -0.23 0.21 0.56
H 7.784570 -0.837442 0.058001 -0.46 0.15 0.17
H 7.901171 -2.097607 -1.122346 -0.13 -0.14 -0.07
H 7.645602 -2.533136 0.560307 -0.16 0.04 0.14
H 2.335863 -1.603348 -1.004571 -0.15 -0.03 -0.39
H 3.217202 -2.044857 -2.252557 0.10 -0.08 -0.01
C 3.161949 4.038309 -3.596680 0.55 -0.40 0.53
C 2.067516 3.014357 -3.303854 -0.19 0.59 0.88
C 0.937907 3.017859 -4.335572 0.76 -0.09 -0.40
O 0.459481 4.343672 -4.428025 -0.17 0.19 -0.32
C -0.158613 4.570788 -5.690163 -0.25 -0.51 0.53
N 2.614741 1.704621 -2.966601 0.49 -0.81 -0.19
H 3.898288 4.034135 -2.785958 -0.13 -0.25 0.12
H 2.804014 5.064072 -3.613819 -0.24 -0.10 -0.50
H 3.746372 3.764272 -4.477998 -0.26 0.24 -0.29
H 1.593080 3.315427 -2.363229 -0.10 0.23 -0.05
H 0.149722 2.296311 -4.085251 -0.12 0.16 0.30
H 1.311431 2.692055 -5.317868 0.22 0.05 -0.02
H -0.708334 5.509059 -5.683308 0.11 0.06 0.23
H -0.868241 3.748827 -5.833322 -0.11 0.15 -0.46
H 0.572852 4.590225 -6.502096 0.05 -0.09 0.00
H 1.849424 1.069010 -2.765804 -0.22 0.12 0.08
H 3.125296 1.240377 -3.715384 0.16 0.50 -0.15
C -4.244797 -3.363532 -2.241739 -0.63 -0.61 0.28
C -3.172773 -2.315651 -2.539538 -1.33 -1.10 -0.33
C -3.688149 -1.375273 -3.642826 2.34 1.07 1.16
O -4.081697 -1.957497 -4.837164 -0.54 -0.76 0.07
C -4.338635 -1.000962 -5.840057 -0.27 0.90 0.91
N -2.846834 -1.579214 -1.313102 0.25 0.72 -0.18
H -5.110651 -2.937302 -1.724629 0.21 0.43 0.00
H -3.925670 -4.168299 -1.574468 0.35 0.11 -0.08
H -4.683734 -3.845923 -3.118739 0.42 0.11 -0.24
H -2.261133 -2.792682 -2.899668 -0.02 -0.22 -0.16
H -2.779853 -0.771220 -3.820206 -0.11 0.34 -0.33
H -4.359910 -0.673575 -3.128388 -0.84 -0.18 -0.56
H -4.814584 -1.444940 -6.707420 0.28 -0.31 -0.01
H -3.429853 -0.437773 -6.078389 0.09 -0.23 -0.32
H -5.034806 -0.258053 -5.425284 -0.11 0.02 -0.20
H -1.856463 -1.701144 -1.117452 0.08 0.02 0.11
H -2.910898 -0.573742 -1.479936 -0.14 -0.11 -0.05
```
Positions in Å, forces in eV/Å.

Values from the calculation:
F_max: 4.17 eV/Å
Calculated total energy: -6580.96269 hartree
LUMO: 0.24 eV
Kohn-Sham gap: 8.28 eV
Energy above the lowest of the compared OMol25 structures with the same formula, charge and spin: 0.000 eV